Formula: CH3Br3OSi
Source: OMol25
Level of theory: the ωB97M-V functional and the def2-TZVPD basis

The geometry in XYZ format:
```
9
CH3Br3OSi, DFT the ωB97M-V functional and the def2-TZVPD basis
C -0.5258 -0.8658 1.0316
O 0.4602 -0.3801 0.1915
Si 0.8151 0.9009 -0.7298
Br -1.1511 -0.1455 -3.0226
Br 0.1106 2.7964 -0.0013
Br 2.9362 0.8535 -1.4784
H -0.5383 -0.4875 2.1471
H -0.5836 -1.9409 1.1608
H -1.5234 -0.7311 0.7010
```

Properties
Total charge: 0
Kohn-Sham gap (eV): 7.21
LUMO (eV): -1.980
Calculated total energy (hartree): -8126.753133
Energy above the lowest of the compared OMol25 structures with the same formula, charge and spin (kJ/mol): 250.76

Mulliken atomic charge list, values in e, 8 entries:
1 C -0.642
2 O -0.040
3 Si 0.484
4 Br -0.458
5 Br -0.098
6 Br -0.109
7 H 0.253
8 H 0.295

***

Formula: CH3Br3P
Source: OMol25
Level of theory: the ωB97M-V functional and the def2-TZVPD basis

The geometry in XYZ format:
```
8
CH3Br3P, DFT the ωB97M-V functional and the def2-TZVPD basis
C -0.0304 -0.9747 0.1616
P -2.9957 -0.1629 -0.0548
Br -3.8444 -0.2843 -2.1212
Br -3.6436 -1.8602 0.9641
Br -4.1428 1.6474 0.5590
H -0.7373 -1.5860 0.8421
H 0.2263 -0.0871 0.5494
H 0.4245 -1.4156 -0.6843
```

Properties
Total charge: +1
Kohn-Sham gap (spin up / spin down) (eV): 7.53 / 5.80
LUMO (spin up / spin down) (eV): -6.886 / -8.364
Calculated total energy (hartree): -8102.950525
Energy above the lowest of the compared OMol25 structures with the same formula, charge and spin (kJ/mol): 325.26

Partial charges, Mulliken, in e:
1 C -0.510
2 P 0.424
3 Br 0.003
4 Br 0.073
5 Br 0.001
6 H 0.337
7 H 0.379
8 H 0.294

***

Formula: CH3BrN2
Source: OMol25
Level of theory: the ωB97M-V functional and the def2-TZVPD basis

The geometry in XYZ format:
```
7
CH3BrN2, DFT the ωB97M-V functional and the def2-TZVPD basis
C 1.1428 -1.0487 0.0232
N 0.6912 0.1484 0.1338
N 0.1534 1.1892 0.2912
Br -2.9859 1.2382 0.1549
H 0.4992 -1.7430 -0.3074
H 2.1989 -1.3650 0.0905
H -1.6998 1.5810 -0.3862
```

Properties
Total charge: 0
Kohn-Sham gap (eV): 9.24
LUMO (eV): 0.165
Calculated total energy (hartree): -2723.340782
Energy above the lowest of the compared OMol25 structures with the same formula, charge and spin (kJ/mol): 43.61

Partial charges, Mulliken, in e:
1 C -0.312
2 N 0.469
3 N -0.652
4 Br -0.230
5 H 0.250
6 H 0.228
7 H 0.248

***

Formula: CH3BrNO2S
Source: OMol25
Level of theory: the ωB97M-V functional and the def2-TZVPD basis

The geometry in XYZ format:
```
9
CH3BrNO2S, DFT the ωB97M-V functional and the def2-TZVPD basis
N -1.0127 -1.0382 -0.0638
C -0.7190 0.0387 -0.8127
S 0.8082 0.8951 0.0381
O 1.4578 1.9858 -0.6811
O 0.6345 1.1173 1.4324
Br 2.4000 -0.8210 0.1143
H -1.6227 -1.1369 0.7533
H -0.4812 -1.8365 -0.0935
H -1.4648 0.7955 -0.6870
```

Properties
Total charge: -1
Kohn-Sham gap (eV): 6.34
LUMO (eV): 3.593
Calculated total energy (hartree): -3217.321606
SMILES string: NC=[S@@](=O)([O-])Br
Energy above the lowest of the compared OMol25 structures with the same formula, charge and spin (kJ/mol): 177.62

Mulliken atomic charge list, values in e, 8 entries:
1 N -0.307
2 C -0.498
3 S 0.783
4 O -0.565
5 O -0.526
6 Br -0.406
7 H 0.139
8 H 0.211

***

Formula: CH3BrO2S
Source: OMol25
Level of theory: the ωB97M-V functional and the def2-TZVPD basis

The geometry in XYZ format:
```
8
CH3BrO2S, DFT the ωB97M-V functional and the def2-TZVPD basis
C 0.3212 0.1034 -0.0749
O 1.0812 2.7521 -0.3867
O 1.5610 0.4589 0.4637
S 2.0749 1.9611 0.2761
Br 1.1132 -3.1181 -1.5106
H -0.1857 1.0603 -0.3148
H -0.2248 -0.5163 0.5925
H 0.7322 -0.6309 -0.8230
```

Properties
Total charge: 0
Kohn-Sham gap (spin up / spin down) (eV): 10.91 / 4.30
LUMO (spin up / spin down) (eV): -0.493 / -3.848
Calculated total energy (hartree): -3162.467736
Energy above the lowest of the compared OMol25 structures with the same formula, charge and spin (kJ/mol): 244.92

Partial charges, Mulliken, in e:
1 C -0.121
2 O -0.455
3 O -0.248
4 S 0.478
5 Br -0.006
6 H 0.288
7 H 0.284
8 H -0.219

***

Formula: CH3Cl2FSi
Source: OMol25
Level of theory: the ωB97M-V functional and the def2-TZVPD basis

The geometry in XYZ format:
```
8
CH3Cl2FSi, DFT the ωB97M-V functional and the def2-TZVPD basis
C 0.5144 0.3406 0.5202
Si -1.2338 0.0450 0.6169
Cl -2.3961 1.5374 -0.1630
Cl -2.3239 -1.6016 0.9844
H 0.8369 1.2389 0.0708
H 1.3109 -0.2923 0.9219
F 1.7682 -1.0358 -1.6898
H 1.5233 -0.2322 -1.2614
```

Properties
Total charge: 0
Kohn-Sham gap (eV): 8.52
LUMO (eV): -0.486
Calculated total energy (hartree): -1349.676540
SMILES string: C=[Si](Cl)Cl.F
Energy above the lowest of the compared OMol25 structures with the same formula, charge and spin (kJ/mol): 418.94

Partial charges, Mulliken, in e:
1 C -1.065
2 Si 0.621
3 Cl -0.178
4 Cl -0.146
5 H 0.374
6 H 0.343
7 F -0.399
8 H 0.451

***

Formula: CH3Cl2OPS
Source: OMol25
Level of theory: the ωB97M-V functional and the def2-TZVPD basis

The geometry in XYZ format:
```
9
CH3Cl2OPS, DFT the ωB97M-V functional and the def2-TZVPD basis
O 1.1714 0.0021 1.8112
P 1.2771 0.4271 0.1704
S 1.8666 2.2018 -0.1242
Cl 2.3127 -1.1511 -0.5900
C -0.5072 -0.1503 -0.3300
Cl -1.3868 1.3841 -0.4923
H 2.0428 0.2629 2.1932
H -0.7392 -0.5038 0.6169
H -0.5460 -0.8062 -1.2226
```

Properties
Total charge: 0
Kohn-Sham gap (eV): 10.25
LUMO (eV): 0.435
Calculated total energy (hartree): -1775.125902
SMILES string: O[P@@](=S)(Cl)CCl
Energy above the lowest of the compared OMol25 structures with the same formula, charge and spin (kJ/mol): 98.08

Mulliken atomic charge list, values in e, 8 entries:
1 O -0.520
2 P 0.653
3 S -0.290
4 Cl -0.225
5 C -0.422
6 Cl -0.146
7 H 0.336
8 H 0.265

***

Formula: CH3Cl2P
Source: OMol25
Level of theory: the ωB97M-V functional and the def2-TZVPD basis

The geometry in XYZ format:
```
7
CH3Cl2P, DFT the ωB97M-V functional and the def2-TZVPD basis
C 2.0865 0.1205 -0.3585
P 1.3508 -1.1085 0.4951
Cl -0.5650 -0.8833 -0.1217
H 1.5507 0.8419 -0.9553
H 3.1530 0.2484 -0.3001
Cl -4.0021 0.6805 0.0873
H -3.5738 0.1006 1.1532
```

Properties
Total charge: 0
Kohn-Sham gap (eV): 9.68
LUMO (eV): -0.038
Calculated total energy (hartree): -1301.625151
SMILES string: C=PCl.Cl
Energy above the lowest of the compared OMol25 structures with the same formula, charge and spin (kJ/mol): 145.83

Partial charges, Mulliken, in e:
1 C -0.432
2 P 0.098
3 Cl -0.182
4 H 0.250
5 H 0.273
6 Cl -0.246
7 H 0.239

***

Formula: CH3Cl2PS2
Source: OMol25
Level of theory: the ωB97M-V functional and the def2-TZVPD basis

The geometry in XYZ format:
```
9
CH3Cl2PS2, DFT the ωB97M-V functional and the def2-TZVPD basis
C 1.1508 0.1142 -0.8860
S 0.8023 1.2688 0.4932
P -0.8763 0.1026 0.8986
S -0.6858 -2.2456 0.7857
Cl -2.3388 0.4998 -0.5675
Cl -1.5980 0.8754 2.5372
H 0.2819 -0.6473 -1.1315
H 1.7952 -0.6397 -0.4191
H 1.4687 0.6719 -1.7106
```

Properties
Total charge: 0
Kohn-Sham gap (eV): 7.71
LUMO (eV): -1.043
Calculated total energy (hartree): -2098.018124
SMILES string: CSP(=S)(Cl)Cl
Energy above the lowest of the compared OMol25 structures with the same formula, charge and spin (kJ/mol): 163.76

Mulliken atomic charge list, values in e, 8 entries:
1 C -0.779
2 S -0.068
3 P 0.567
4 S -0.341
5 Cl -0.159
6 Cl -0.167
7 H 0.229
8 H 0.359

***

Formula: CH3ClF2Si
Source: OMol25
Level of theory: the ωB97M-V functional and the def2-TZVPD basis

The geometry in XYZ format:
```
8
CH3ClF2Si, DFT the ωB97M-V functional and the def2-TZVPD basis
C -0.0552 -2.4689 0.9773
F 0.3111 -2.5208 2.2849
F -1.3146 -2.9774 0.8287
Si 0.0006 -0.0798 0.0521
Cl 1.1827 -3.6063 0.1461
H -0.0363 -0.7094 -1.3392
H 1.3991 0.2611 0.1878
H -1.2916 0.7012 0.5012
```

Properties
Total charge: 0
Kohn-Sham gap (spin up / spin down) (eV): 7.10 / 8.35
Spin multiplicity: 3
LUMO (spin up / spin down) (eV): 0.712 / -3.484
Calculated total energy (hartree): -989.093733
Energy above the lowest of the compared OMol25 structures with the same formula, charge and spin (kJ/mol): 104.83
Expectation value of S²: 2.00

Partial charges, Mulliken, in e:
1 C 0.349
2 F -0.148
3 F -0.154
4 Si 0.234
5 Cl -0.131
6 H -0.051
7 H -0.058
8 H -0.041